Record 1
Entry from OMol25: an isolated molecule of C8H14OS in a non-equilibrium geometry (ωB97M-V with the def2-TZVPD basis set).

Element x y z (Å)
C  1.11759  0.80686  -0.37999
C  2.38876  0.62482  -0.04334
C  0.10622  -0.16282  -0.92390
C  -1.31761  0.27936  -0.64956
C  3.26559  1.73185  0.44419
C  -2.15486  -1.86216  0.36550
C  -3.63750  0.16706  0.16244
C  -2.27795  -0.43589  -0.08115
O  4.66711  -0.68517  0.39034
S  3.35977  -0.95896  -0.20129
H  0.73547  1.81592  -0.26200
H  0.24982  -0.22311  -2.01203
H  0.30796  -1.15409  -0.52202
H  -1.53190  1.29628  -0.95618
H  4.00659  1.34049  1.14050
H  2.68185  2.50649  0.93350
H  3.81202  2.17258  -0.39207
H  -1.21777  -2.32092  0.06827
H  -2.97039  -2.44509  -0.06064
H  -2.23641  -1.91732  1.45172
H  -3.54696  1.16033  0.60008
H  -4.21043  -0.46004  0.83973
H  -4.19063  0.26155  -0.77121
H  2.59370  -1.53802  0.85910

- Max |F|: 2.33 eV/Å
- E: -21403.4027 eV
- Kohn-Sham gap: 9.60 eV
- Total charge: 0
- Relative energy (zero: lowest compared OMol25 entry of this formula, charge and spin): 49.5 kcal/mol
- 2S+1: 1

***

Record 2
Entry from OMol25: a structure of composition C40H18ClF15GeIN5O4PdS2 in a non-equilibrium geometry (ωB97M-V with the def2-TZVPD basis set).

Element x y z (Å)
Pd  1.27520  -0.07331  -0.17211
O  4.96501  3.65738  3.69167
C  5.77082  2.68908  3.35548
O  6.94650  2.66558  3.67694
C  5.18266  1.59848  2.52627
C  5.83859  0.47253  2.07602
Cl  7.46756  0.04854  2.33849
N  4.97823  -0.24217  1.29691
N  3.78943  0.39517  1.21756
C  3.88709  1.48277  1.95391
C  2.67583  2.37844  2.11297
O  2.77753  3.33098  2.94454
O  1.68472  2.11976  1.42141
C  5.17008  -1.47767  0.62231
C  6.02197  -2.46078  1.11439
C  6.17319  -3.64695  0.41133
C  5.46904  -3.86702  -0.76152
C  4.59391  -2.89518  -1.22703
C  4.44521  -1.70256  -0.54209
H  3.94791  3.48977  3.35527
H  6.56584  -2.30866  2.03221
H  6.84887  -4.40396  0.78987
H  5.60109  -4.79113  -1.31066
H  4.02678  -3.05238  -2.13576
H  3.76790  -0.93610  -0.89775
C  0.91063  4.97412  -1.40062
C  0.49390  3.61342  -1.85962
C  -0.30121  3.35640  -2.95553
C  -0.86428  2.05299  -3.04761
N  -0.48941  1.05781  -2.29830
C  0.72313  1.23905  -1.58647
S  2.15068  0.49152  -2.27765
N  0.92977  2.58720  -1.14360
C  -1.92408  1.79313  -4.08078
H  0.30096  5.75313  -1.85322
H  1.95730  5.14581  -1.65897
H  0.82303  5.02923  -0.31483
H  -0.59532  4.14449  -3.63340
H  1.35095  2.69306  -0.21962
H  -2.69199  2.56782  -4.07698
H  -2.37814  0.81546  -3.92532
H  -1.44829  1.80413  -5.06497
I  1.08769  -2.44242  5.22509
C  1.16577  -2.69130  3.13623
C  0.66390  -3.84271  2.55714
C  0.75285  -3.94735  1.17732
C  1.36804  -2.93290  0.46351
N  1.83106  -1.81804  1.03495
C  1.72662  -1.69840  2.35784
H  0.23032  -4.63247  3.15426
H  0.35682  -4.81757  0.67116
H  1.51167  -3.00826  -0.60668
H  2.08266  -0.77071  2.78675
F  -4.73284  1.35164  1.77327
C  -4.54892  0.06749  2.13482
C  -3.71140  -0.73726  1.38707
C  -3.57850  -2.04133  1.83762
F  -2.76396  -2.87594  1.16620
C  -4.24665  -2.53976  2.93873
F  -4.10128  -3.81655  3.32916
C  -5.08404  -1.69893  3.65249
F  -5.74974  -2.15890  4.72218
C  -5.22931  -0.38383  3.25417
F  -6.02692  0.43335  3.96211
Ge  -2.34298  -0.09769  -0.01226
S  -0.70389  -0.05742  1.33268
C  -3.30647  1.58813  -0.68103
C  -2.77577  2.80975  -0.28385
F  -1.65434  2.83065  0.43118
C  -3.34132  4.02765  -0.62054
F  -2.78082  5.18386  -0.24199
C  -4.50704  4.05562  -1.36312
F  -5.07048  5.22282  -1.70042
C  -5.06184  2.86380  -1.78194
F  -6.17933  2.87942  -2.52944
C  -4.45337  1.66358  -1.44963
F  -5.02249  0.56409  -1.96327
C  -2.77463  -1.49386  -1.45227
C  -1.79575  -2.00918  -2.29170
F  -0.52240  -1.78907  -2.03748
C  -2.09673  -2.83369  -3.36545
F  -1.12713  -3.33050  -4.14640
C  -3.41070  -3.17754  -3.61867
F  -3.72246  -3.95731  -4.66200
C  -4.39819  -2.75451  -2.75027
F  -5.66589  -3.15824  -2.94458
C  -4.06459  -1.95148  -1.67307
F  -5.04381  -1.66607  -0.80301

- Max |F|: 1.47 eV/Å
- E: -200466.8966 eV
- Kohn-Sham gap: 5.69 eV
- Total charge: -2
- 2S+1: 1

***

Record 3
Entry from OMol25: a structure of composition C4H7NO2 (ωB97M-V with the def2-TZVPD basis set).

Element x y z (Å)
C  -1.40231  -1.27484  -0.16766
C  -0.28731  -0.30049  -0.09223
N  -0.31267  0.87226  0.41723
O  -1.51476  1.36829  0.88413
C  1.17155  -0.33945  -0.63143
C  1.59487  0.89548  0.09290
O  2.10092  -1.19313  -0.26893
H  -2.19191  -0.90730  -0.83262
H  -1.03018  -2.23190  -0.54130
H  -1.84869  -1.41800  0.82195
H  -1.27752  2.19629  1.32454
H  1.06310  -0.13888  -1.72929
H  2.04344  1.76474  -0.39455
H  1.89147  0.70694  1.11727

- Max |F|: 0.67 eV/Å
- E: -9840.9288 eV
- Kohn-Sham gap (alpha / beta): 8.25 / 8.25 eV
- Total charge: 0
- Relative energy (zero: lowest compared OMol25 entry of this formula, charge and spin): 146.5 kcal/mol
- 2S+1: 1

***

Record 4
Entry from OMol25: the ion C9H13N5 with charge +2 in a non-equilibrium geometry (ωB97M-V with the def2-TZVPD basis set).

Element x y z (Å)
C  -2.01256  2.13147  1.49631
C  0.37182  -2.29229  -2.38674
C  -1.68021  2.30092  0.12773
C  0.42826  -2.28289  -0.96097
C  0.25621  -0.96469  -2.78993
C  -1.17803  1.16151  1.97383
C  -0.19343  1.22655  -1.52695
C  0.59595  -0.44357  1.06888
C  2.05644  -0.01622  1.03795
N  -0.75430  1.44030  -0.17537
N  0.23490  -0.98049  -0.58914
N  0.14554  -0.18026  -1.69883
N  -0.43629  0.70687  0.97316
N  0.24969  -1.30753  2.02352
H  -2.88747  2.41724  2.08084
H  0.49464  -3.16354  -3.02517
H  -2.28301  2.97921  -0.60876
H  0.15944  -3.12989  -0.32582
H  0.14555  -0.71463  -3.79219
H  -0.84157  0.88225  3.00362
H  -0.85936  1.45515  -2.36333
H  0.69848  1.87551  -1.62471
H  2.13243  0.56275  0.11781
H  2.68857  -0.89428  1.07247
H  2.13060  0.56958  1.96337
H  1.01848  -1.82384  2.45656
H  -0.68078  -1.51517  2.47185

- Max |F|: 4.38 eV/Å
- E: -16975.1210 eV
- Kohn-Sham gap: 10.44 eV
- Total charge: +2
- Relative energy (zero: lowest compared OMol25 entry of this formula, charge and spin): 59.7 kcal/mol
- 2S+1: 1

***

Record 5
Entry from OMol25: a structure of composition C32H53BrFeN13O3S2Si2 in a non-equilibrium geometry (ωB97M-V with the def2-TZVPD basis set).

Element x y z (Å)
Fe  -0.89992  1.62635  -1.33747
N  2.03775  0.85475  0.24406
C  1.19533  -0.27205  0.41415
N  1.48467  -1.43746  0.98882
N  0.28444  -2.06902  0.95402
N  -0.59653  -1.37314  0.37260
N  -0.09313  -0.13432  0.07962
C  2.16267  1.26643  -1.09704
N  3.37404  1.44083  -1.64584
N  3.01991  1.97586  -2.88349
N  1.74646  2.10603  -2.97155
N  1.15492  1.60980  -1.84895
H  2.97148  0.65553  0.53827
C  -0.79368  2.21641  2.39658
Si  -1.20994  3.72506  1.38054
C  -2.69889  4.26387  2.44285
C  0.14824  4.88507  1.73688
N  -1.38210  3.24747  -0.28035
C  -1.72255  4.28558  -1.06199
C  -2.19562  5.50709  -0.71871
C  -2.59483  6.55345  -1.69173
C  -2.51494  6.32765  -2.96232
C  -2.09418  4.97293  -3.43882
C  -1.75177  3.97285  -2.56879
N  -1.40508  2.70771  -2.94554
Si  -1.41694  2.00132  -4.53869
C  -0.69613  0.31856  -4.51902
C  -3.20085  1.95797  -5.19489
C  -0.21026  2.97386  -5.63035
H  -1.32759  2.27128  3.33429
H  0.22859  1.99793  2.57787
H  -1.24047  1.40997  1.82797
H  -3.17727  3.36324  2.72208
H  -3.27357  5.00126  1.85368
H  -2.24317  4.80894  3.31399
H  -0.03021  5.88484  1.34584
H  0.97593  4.30451  1.40951
H  0.12476  4.93359  2.77187
H  -2.04489  5.85307  0.30463
H  -2.94051  7.55727  -1.37004
H  -2.81703  7.03818  -3.73989
H  -2.29885  4.72411  -4.51546
H  -1.21055  -0.40655  -3.90163
H  0.33924  0.35569  -4.32984
H  -0.93147  -0.11124  -5.54311
H  -3.72872  1.26503  -4.60493
H  -3.11599  1.65906  -6.18062
H  -3.57578  2.96967  -5.08846
H  0.67335  2.94196  -4.98897
H  -0.62429  3.94239  -5.71604
H  -0.10136  2.44928  -6.49267
Br  -5.91733  2.10769  -2.41909
C  -5.46058  1.74309  -0.66069
C  -6.13521  2.44615  0.33812
C  -5.80079  2.18319  1.69707
C  -4.87689  1.22808  2.03226
C  -4.17130  0.58865  0.96612
C  -4.43040  0.78240  -0.37181
C  -3.64802  0.15388  -1.43266
O  -4.21980  -0.46078  -2.36915
O  -2.35706  0.29060  -1.37994
H  -6.87055  3.17784  0.10053
H  -6.29149  2.66163  2.55458
H  -4.52397  0.99071  3.03545
H  -3.38736  -0.06075  1.31489
C  -0.57065  -4.12900  4.30657
C  -1.54070  -5.29009  3.85496
C  -0.80018  -6.35796  3.08549
C  -0.30682  -6.04447  1.66631
N  0.72245  -5.04558  1.50364
C  2.07984  -5.25746  1.56185
S  2.77065  -6.74912  1.93328
N  2.74412  -4.07960  1.27543
C  4.09520  -3.68881  1.55914
C  4.41706  -3.57089  3.05547
C  3.51495  -2.54594  3.67374
C  3.74104  -1.12406  3.22889
H  -1.02575  -3.49452  5.05220
H  -0.19734  -3.47380  3.52661
H  0.28865  -4.63992  4.74780
H  -2.34459  -4.81792  3.18856
H  -2.10044  -5.62409  4.76076
H  -1.49882  -7.24347  2.95028
H  -0.01866  -6.72070  3.67704
H  -1.19627  -5.69708  1.15031
H  0.02147  -6.92181  1.11544
H  0.47647  -4.06996  1.26151
H  2.15702  -3.33748  0.92713
H  4.19301  -2.71701  1.08598
H  4.79394  -4.37025  1.12594
H  5.42570  -3.25407  3.22381
H  4.16356  -4.54024  3.55382
H  3.60539  -2.62610  4.76799
H  2.45255  -2.75264  3.48378
H  4.64889  -0.67131  3.71899
H  2.86739  -0.47442  3.67130
H  3.76070  -0.99743  2.09577
C  4.70074  -3.54904  -2.51182
S  5.39665  -1.97486  -3.00196
C  6.44227  -1.66741  -1.55037
O  6.34080  -2.23119  -4.12538
H  5.68516  -4.14774  -2.36222
H  4.06962  -3.88763  -3.30887
H  4.20448  -3.47205  -1.52487
H  5.94998  -1.97313  -0.62742
H  6.86360  -0.68143  -1.67628
H  7.33484  -2.30064  -1.70921

- Max |F|: 5.83 eV/Å
- E: -201416.7381 eV
- Kohn-Sham gap (alpha / beta): 6.44 / 6.54 eV
- Total charge: -2
- Expectation value of S²: 8.7654
- Relative energy (zero: lowest compared OMol25 entry of this formula, charge and spin): 24.3 kcal/mol
- 2S+1: 6

***

Record 6
Entry from OMol25: a structure of composition C29H32CoN4O4S2Te (ωB97M-V with the def2-TZVPD basis set).

Element x y z (Å)
Co  -0.02416  -0.51306  -0.43310
N  -0.69084  -2.33498  3.08660
C  -1.19593  -3.37778  2.34501
C  -1.03609  -3.02205  1.04225
N  -0.45730  -1.78437  0.98148
C  -0.26716  -1.38987  2.22130
C  0.26985  -0.06566  2.45562
N  0.52488  0.70599  1.42604
C  1.00940  1.87945  1.93657
C  1.04752  1.80706  3.29713
N  0.56971  0.55616  3.62125
H  -0.73621  -2.25905  4.08653
H  -1.62607  -4.24914  2.80313
H  -1.31731  -3.55752  0.15278
H  1.30342  2.69381  1.29567
H  1.36087  2.50916  4.04845
H  0.47248  0.18929  4.55090
C  -1.19134  -3.53403  -4.88588
C  -1.44744  -3.03808  -3.47430
S  -0.03658  -2.15364  -2.77380
O  0.46172  -1.26430  -3.86953
C  1.13735  -3.54623  -2.58907
C  2.45418  -3.24245  -3.28240
H  -2.11024  -3.93166  -5.31710
H  -0.43806  -4.32233  -4.91109
H  -0.84239  -2.71059  -5.50760
H  -1.69280  -3.83823  -2.77055
H  -2.25963  -2.30950  -3.44001
H  0.66660  -4.45353  -2.96867
H  1.28951  -3.63351  -1.51316
H  2.30698  -3.03285  -4.34046
H  3.12054  -4.09990  -3.17740
H  2.93173  -2.38148  -2.81615
O  0.34049  0.84745  -1.81052
S  1.67319  0.90551  -2.54699
C  1.24195  1.73771  -4.06506
C  2.26010  2.17183  -4.90173
C  1.93035  2.78229  -6.10008
C  0.59557  2.94723  -6.45116
C  -0.40883  2.49760  -5.60759
C  -0.09032  1.88119  -4.40427
C  2.51871  2.25885  -1.73769
C  1.86449  3.46576  -1.51670
C  2.52322  4.46917  -0.82966
C  3.82079  4.25966  -0.36603
C  4.45752  3.04880  -0.58263
C  3.80327  2.03208  -1.27214
H  3.29785  2.03966  -4.61840
H  2.71396  3.12892  -6.76085
H  0.34074  3.42448  -7.38852
H  -1.44741  2.62006  -5.88581
H  -0.85440  1.50971  -3.73547
H  0.85097  3.60186  -1.87449
H  2.03044  5.41700  -0.65499
H  4.33222  5.04847  0.17092
H  5.45922  2.88393  -0.20850
H  4.27224  1.06562  -1.41502
O  3.98533  -1.29536  -0.44067
C  2.86336  -0.99501  -0.06267
O  1.76664  -1.28270  -0.66980
H  2.74500  -0.41291  0.87442
Te  -2.49930  0.20334  -0.69088
C  -3.37787  -0.51772  1.09931
C  -3.12609  0.11392  2.31888
C  -3.68193  -0.35983  3.50092
C  -4.51373  -1.47203  3.48787
C  -4.78907  -2.09802  2.27969
C  -4.22434  -1.62697  1.10158
H  -2.49873  0.99876  2.33388
H  -3.48392  0.15623  4.43434
H  -4.95930  -1.83336  4.40640
H  -5.44846  -2.95738  2.25266
H  -4.44223  -2.12651  0.16534

- Max |F|: 0.15 eV/Å
- E: -111333.7349 eV
- Kohn-Sham gap (alpha / beta): 6.56 / 6.52 eV
- Total charge: 0
- Expectation value of S²: 0.7746
- Relative energy (zero: lowest compared OMol25 entry of this formula, charge and spin): 0.0 kcal/mol
- 2S+1: 2

***

Q: Which of these has the highest total charge?
A: C9H13N5

***

Please write out number 4 again, unchanged.
Entry from OMol25: the ion C9H13N5 with charge +2 in a non-equilibrium geometry (ωB97M-V with the def2-TZVPD basis set).

Element x y z (Å)
C  -2.01256  2.13147  1.49631
C  0.37182  -2.29229  -2.38674
C  -1.68021  2.30092  0.12773
C  0.42826  -2.28289  -0.96097
C  0.25621  -0.96469  -2.78993
C  -1.17803  1.16151  1.97383
C  -0.19343  1.22655  -1.52695
C  0.59595  -0.44357  1.06888
C  2.05644  -0.01622  1.03795
N  -0.75430  1.44030  -0.17537
N  0.23490  -0.98049  -0.58914
N  0.14554  -0.18026  -1.69883
N  -0.43629  0.70687  0.97316
N  0.24969  -1.30753  2.02352
H  -2.88747  2.41724  2.08084
H  0.49464  -3.16354  -3.02517
H  -2.28301  2.97921  -0.60876
H  0.15944  -3.12989  -0.32582
H  0.14555  -0.71463  -3.79219
H  -0.84157  0.88225  3.00362
H  -0.85936  1.45515  -2.36333
H  0.69848  1.87551  -1.62471
H  2.13243  0.56275  0.11781
H  2.68857  -0.89428  1.07247
H  2.13060  0.56958  1.96337
H  1.01848  -1.82384  2.45656
H  -0.68078  -1.51517  2.47185

- Max |F|: 4.38 eV/Å
- E: -16975.1210 eV
- Kohn-Sham gap: 10.44 eV
- Total charge: +2
- Relative energy (zero: lowest compared OMol25 entry of this formula, charge and spin): 59.7 kcal/mol
- 2S+1: 1